No. 1
{"formula": "C3H3N5", "method": "ωB97M-V/def2-TZVPD", "species": ["C", "N", "N", "C", "N", "N", "N", "C", "H", "H", "H"], "positions_angstrom": [[1.00260, -0.94885, -1.05149], [0.80945, -1.78339, 0.01412], [-0.11397, -1.22604, 0.84236], [-0.32548, 0.02841, 0.44557], [-0.94339, 1.29161, 0.68878], [-0.63198, 2.17350, -0.33307], [0.24271, 1.60807, -1.08320], [0.39940, 0.32574, -0.73010], [1.67326, -1.32586, -1.80713], [-0.45564, -1.69022, 1.61895], [-1.65696, 1.54702, 1.39521]], "atomic_forces_ev_per_a": [[0.33, -0.38, 3.10], [-0.47, -0.08, -2.49], [1.17, 1.71, -1.51], [-0.74, 4.35, -1.26], [-0.51, -1.99, 0.64], [0.98, -0.93, 1.09], [-0.96, 0.87, -1.25], [-0.21, -2.63, 1.27], [-0.03, 0.38, -0.10], [-0.44, -1.06, 1.50], [0.88, -0.23, -1.00]], "nbo_charge": [-0.034, -0.243, -0.357, 0.247, -0.401, -0.019, -0.206, -0.048, 0.228, 0.412, 0.422], "gap_ev": 9.93, "lumo_ev": 0.5, "charge": 0}

No. 2
{"formula": "C3H3N5", "method": "ωB97M-V/def2-TZVPD", "species": ["H", "N", "C", "C", "N", "N", "C", "N", "N", "H", "H"], "positions_angstrom": [[0.12889, -0.32662, 2.44362], [0.39523, -1.21813, 1.64587], [0.81384, -0.35892, 0.73216], [1.18846, -0.58260, -0.76768], [0.27675, -0.48168, -1.68981], [-1.07119, -0.18942, -1.39620], [-1.37333, 0.67476, -0.45083], [-0.60243, 1.39564, 0.35864], [0.61765, 1.09361, 0.85073], [2.08449, -0.96483, -1.16554], [-2.45836, 0.95818, -0.56096]], "atomic_forces_ev_per_a": [[0.58, -3.67, -2.04], [0.91, 6.25, 0.07], [-1.12, -1.79, -0.16], [-2.88, -0.25, 1.07], [-0.93, 0.25, 1.37], [1.91, 0.55, 0.26], [-1.65, -1.99, -1.99], [4.84, 1.53, 2.27], [-4.41, -0.82, -1.88], [1.52, 0.05, 0.18], [1.24, -0.12, 0.86]], "nbo_charge": [0.342, -0.522, 0.271, 0.027, -0.201, -0.208, 0.131, -0.174, -0.114, 0.226, 0.222], "gap_ev": 8.38, "lumo_ev": -1.8, "charge": 0}

No. 3
{"formula": "C3H3N5", "method": "ωB97M-V/def2-TZVPD", "species": ["N", "C", "C", "N", "N", "C", "N", "N", "H", "H", "H"], "positions_angstrom": [[1.69112, 2.65747, 1.81338], [1.27088, 1.93648, 0.91754], [0.24763, 1.12003, -0.07840], [0.17642, 1.05325, -1.33422], [-0.38622, -0.16416, -1.94218], [-0.42379, -1.20914, -1.11021], [-0.36640, -1.23825, 0.27077], [-0.33943, 0.11633, 0.94616], [-0.58427, -2.30818, -1.40672], [0.14410, -2.03161, 0.99254], [-1.43002, 0.06779, 0.93134]], "atomic_forces_ev_per_a": [[-2.21, -4.53, -5.46], [-0.42, 3.60, 2.37], [1.25, -1.05, 3.76], [0.47, -1.09, 0.50], [-0.07, -0.84, 2.44], [0.06, -0.99, 0.34], [2.86, -0.39, 2.28], [-2.81, -1.51, -2.46], [0.31, 2.04, -0.66], [-1.72, 2.74, -3.49], [2.29, 2.00, 0.38]], "nbo_charge": [-0.287, 0.223, 0.319, -0.219, -0.331, 0.240, -0.495, -0.486, 0.213, 0.438, 0.386], "gap_ev": 9.24, "lumo_ev": -0.6, "charge": 0}

No. 4
{"formula": "C3H3N5", "method": "ωB97M-V/def2-TZVPD", "species": ["H", "N", "C", "C", "N", "C", "N", "N", "N", "H", "H"], "positions_angstrom": [[-2.40969, -0.63086, 1.00497], [-2.05622, 0.38628, 0.86562], [-1.10440, 0.35513, -0.02135], [0.08597, 1.16610, -0.80762], [1.22821, 1.26726, -0.18116], [1.34511, 0.13051, 0.92086], [1.09673, -0.99258, 0.40415], [0.35645, -1.38375, -0.62324], [-0.78628, -0.89548, -0.74453], [-0.09965, 1.94055, -1.67122], [1.67694, 0.10766, 2.06901]], "atomic_forces_ev_per_a": [[0.78, 2.00, -0.46], [1.94, -0.52, -1.78], [0.11, -1.97, -0.64], [-1.22, 3.39, 2.76], [-1.13, -2.37, 1.71], [-0.06, 1.68, -1.60], [-0.29, -1.16, 1.99], [0.36, -0.47, -0.36], [-0.41, 0.58, -0.06], [0.20, -2.07, 1.43], [-0.29, 0.92, -2.98]], "nbo_charge": [0.366, -0.590, 0.313, 0.057, -0.402, 0.231, -0.294, 0.044, -0.227, 0.249, 0.253], "gap_ev": 9.16, "lumo_ev": -0.5, "charge": 0}

No. 5
{"formula": "C3H3N5", "method": "ωB97M-V/def2-TZVPD", "species": ["H", "N", "C", "C", "N", "N", "C", "N", "N", "H", "H"], "positions_angstrom": [[-1.13368, -1.97416, -1.45278], [-0.62210, -1.97659, -0.58649], [0.09288, -0.90568, -0.49952], [1.10890, -0.59721, 0.56024], [0.84501, 0.19549, 1.50655], [-0.30604, 0.91981, 1.41958], [-0.48972, 1.65567, 0.38661], [-0.04575, 1.39923, -0.96976], [-0.00783, 0.24028, -1.44222], [1.85033, -1.39705, 0.67153], [-1.29200, 2.44020, 0.40627]], "atomic_forces_ev_per_a": [[-0.69, 0.23, -0.39], [2.50, 1.69, 0.53], [-2.08, 0.19, -0.67], [-0.86, -2.83, 0.08], [0.21, 0.00, -0.33], [0.23, 1.92, 0.42], [-1.16, -1.26, -0.29], [-0.62, 0.34, -0.48], [1.08, -0.29, 1.08], [0.45, 0.84, 0.06], [0.93, -0.82, -0.02]], "nbo_charge": [0.356, -0.566, 0.293, 0.010, -0.171, -0.231, 0.152, -0.157, -0.123, 0.221, 0.214], "gap_ev": 8.31, "lumo_ev": -1.2, "charge": 0}

No. 6
{"formula": "C3H3N5O", "method": "ωB97M-V/def2-TZVPD", "species": ["C", "C", "C", "N", "N", "N", "N", "N", "O", "H", "H", "H"], "positions_angstrom": [[2.85661, 0.36048, 0.14539], [1.56091, -0.00527, -0.08013], [-2.00444, 0.01696, 0.02242], [3.94371, 0.65846, 0.37406], [-0.18906, -1.61017, -0.07050], [1.00251, -1.77644, -0.02800], [-0.65315, -0.41471, -0.16498], [0.42108, 0.58644, -0.15793], [0.08491, 1.76154, -0.25705], [-2.67733, -0.55366, -0.61204], [-2.29747, -0.10061, 1.06988], [-2.04828, 1.07697, -0.24112]], "atomic_forces_ev_per_a": [[0.77, 0.80, 0.06], [-2.57, -4.88, 0.04], [-0.63, 0.20, 0.38], [0.19, -0.04, -0.02], [-1.30, -0.96, 0.10], [2.67, 3.52, 0.00], [0.83, 1.47, -0.45], [0.02, -0.66, 0.01], [-0.17, 0.80, 0.08], [0.11, -0.01, -0.07], [-0.01, 0.03, -0.12], [0.09, -0.26, -0.02]], "nbo_charge": [0.192, 0.061, -0.441, -0.227, 0.041, -0.071, -0.084, 0.260, -0.446, 0.234, 0.215, 0.267], "gap_ev": [9.78, 9.78], "lumo_ev": [-0.3, -0.3], "charge": 0}

No. 7
{"formula": "C3H3N5O", "method": "ωB97M-V/def2-TZVPD", "species": ["H", "N", "C", "N", "N", "C", "O", "C", "N", "N", "H", "H"], "positions_angstrom": [[2.25380, -0.88985, -1.42897], [1.75147, -1.31575, -0.68138], [1.06923, -0.51690, 0.11800], [0.28537, -1.16970, 1.19678], [-0.92989, -1.18545, 1.12773], [-1.56927, -0.51929, 0.09995], [-2.20630, -0.96653, -0.95508], [-1.25570, 0.97548, 0.16101], [-0.13048, 1.65491, 0.16752], [0.96936, 0.90803, 0.06780], [-2.09240, 1.54482, 0.18956], [1.85483, 1.48025, -0.06291]], "atomic_forces_ev_per_a": [[0.30, 0.88, -0.50], [-2.44, 1.59, 3.68], [1.07, -1.67, -2.93], [2.05, 0.42, -0.35], [-1.39, -1.03, 0.43], [-1.27, 0.32, -7.01], [2.85, 1.61, 6.17], [2.04, -0.30, 0.25], [-2.27, -2.37, -0.06], [3.19, 0.02, 0.05], [-2.45, 1.85, 0.03], [-1.68, -1.33, 0.25]], "nbo_charge": [0.359, -0.609, 0.449, -0.069, -0.131, 0.559, -0.483, -0.098, -0.139, -0.461, 0.207, 0.416], "gap_ev": 8.55, "lumo_ev": -1.2, "charge": 0}

No. 8
{"formula": "C3H3N5O3", "method": "ωB97M-V/def2-TZVPD", "species": ["O", "C", "O", "C", "N", "N", "N", "N", "H", "H", "N", "C", "O", "H"], "positions_angstrom": [[-0.23183, -2.36984, -0.60242], [0.05718, -2.09017, 0.49078], [0.00843, -0.86611, 1.13401], [-0.66493, 0.12687, 0.48046], [-0.16390, 0.83996, -0.56423], [-1.03274, 1.69198, -0.88694], [-2.11562, 1.45896, -0.16918], [-1.96937, 0.48716, 0.65007], [0.35685, -2.84300, 1.37840], [-2.83704, 2.08239, -0.20037], [2.49835, 0.46866, -0.74645], [3.47035, 0.76251, -0.16157], [4.46623, 1.02086, 0.35228], [1.46384, 0.49770, -0.66040]], "atomic_forces_ev_per_a": [[-0.31, 0.34, -1.23], [0.77, -2.15, 3.90], [-0.99, 0.94, -0.72], [-2.32, 0.52, -1.32], [0.76, -1.16, 1.79], [-1.09, 1.72, -1.56], [3.61, -1.31, -0.91], [1.59, -2.03, 2.43], [-0.30, 1.43, -2.09], [-2.52, 1.60, -0.02], [-2.11, -0.90, -1.22], [-0.26, 0.07, 0.25], [2.17, 0.55, 1.05], [1.01, 0.39, -0.36]], "nbo_charge": [-0.505, 0.669, -0.498, 0.519, -0.289, -0.006, -0.129, -0.241, 0.132, 0.415, -0.791, 0.839, -0.545, 0.429], "gap_ev": 10.84, "lumo_ev": 0.5, "charge": 0}

Energy above the lowest of the compared OMol25 structures with the same formula, charge and spin across the listed records, respectively: 1.551, 4.695, 4.803, 5.181, 3.601, 4.647, 3.329, 0.510 eV.
Total energy across the listed records, respectively: -10607.3158, -10604.1718, -10604.0641, -10603.6862, -10605.2658, -12651.3858, -12652.7042, -16750.3815 eV.